(1)
Below is C19H10BrCl2CrF5NO2S2 as an isolated structure in a non-equilibrium geometry, with properties calculated with ωB97M-V/def2-TZVPD.

Element x y z (Å)
Cr 0.152 0.035 -1.320
Cl 0.866 -0.635 -3.499
C 0.308 0.856 -4.310
Cl -0.688 1.724 -3.134
H -0.295 0.588 -5.169
H 1.172 1.458 -4.566
F 0.099 -2.975 5.262
C 0.364 -2.660 3.996
C -0.665 -2.362 3.123
F -1.929 -2.400 3.546
C -0.382 -2.071 1.803
F -1.410 -1.879 0.978
C 0.922 -2.043 1.309
S 1.358 -1.772 -0.363
C 1.936 -2.350 2.218
F 3.204 -2.363 1.807
C 1.668 -2.659 3.537
F 2.665 -2.965 4.370
O -0.199 1.248 2.447
C 0.122 1.477 1.298
O -0.330 0.784 0.289
C 1.040 2.622 0.976
C 1.060 3.678 1.889
C 1.902 4.758 1.718
C 2.759 4.790 0.625
C 2.751 3.755 -0.289
C 1.889 2.662 -0.136
S 2.038 1.413 -1.359
H 0.396 3.618 2.741
H 1.896 5.567 2.437
H 3.441 5.619 0.484
H 3.419 3.759 -1.141
Br -3.148 1.142 -0.933
C -2.831 -0.608 -1.571
C -3.950 -1.360 -1.886
C -3.784 -2.674 -2.276
C -2.498 -3.189 -2.312
C -1.441 -2.362 -2.009
N -1.572 -1.064 -1.669
H -4.926 -0.908 -1.803
H -4.637 -3.288 -2.531
H -2.309 -4.220 -2.570
H -0.430 -2.746 -2.002

Computed properties:
Molecular weight ... 646.224 g/mol
LUMO level (spin up / spin down) ... -0.830 / -0.771 eV
Total energy ... -6769.8733 Eh
Largest force on an atom ... 2.66 eV/Å
Multiplicity ... 4
ΔE to the lowest compared entry with this formula, charge and spin ... 13.3 kcal per mole

(2)
Below is an isolated molecule of C5H13N3O in a non-equilibrium geometry, with properties calculated with ωB97M-V/def2-TZVPD.

Element x y z (Å)
H 2.069 1.718 -0.667
N 2.485 0.787 -0.655
C 1.843 0.012 0.088
N 2.283 -1.229 0.430
N 0.590 0.431 0.783
O 0.593 1.747 1.004
C -0.732 0.099 -0.017
C -1.875 0.465 0.919
C -0.755 -1.384 -0.363
C -0.740 0.964 -1.265
H 3.097 -1.548 -0.067
H 1.641 -1.929 0.756
H 0.537 -0.102 1.673
H -1.729 1.487 1.264
H -2.827 0.396 0.399
H -1.903 -0.198 1.783
H 0.047 -1.649 -1.048
H -0.694 -2.006 0.531
H -1.701 -1.608 -0.853
H 0.060 0.678 -1.945
H -1.692 0.865 -1.781
H -0.599 2.002 -0.969

Computed properties:
Molecular weight ... 131.179 g/mol
LUMO level ... 0.550 eV
Total energy ... -437.7442 Eh
SMILES string ... [H]/N=C(/N)[N@@H+]([O-])C(C)(C)C
Largest force on an atom ... 1.10 eV/Å
ΔE to the lowest compared entry with this formula, charge and spin ... 69.0 kcal per mole